{"formula": "C22H54BO26", "method": "ωB97M-V with the def2-TZVPD basis set", "symbols": ["O", "C", "O", "B", "O", "C", "O", "O", "C", "O", "C", "O", "O", "C", "C", "O", "O", "H", "H", "H", "H", "H", "H", "C", "C", "O", "O", "H", "H", "H", "H", "H", "H", "C", "C", "O", "O", "H", "H", "H", "H", "H", "H", "C", "C", "O", "O", "H", "H", "H", "H", "H", "H", "C", "C", "O", "O", "H", "H", "H", "H", "H", "H", "C", "C", "O", "O", "H", "H", "H", "H", "H", "H", "C", "C", "O", "O", "H", "H", "H", "H", "H", "H", "C", "C", "O", "O", "H", "H", "H", "H", "H", "H", "C", "C", "O", "O", "H", "H", "H", "H", "H", "H"], "positions_angstrom": [[1.6955, 2.3816, -1.1537], [1.1765, 1.4223, -0.5384], [0.0130, 0.8601, -0.7411], [-0.0994, -0.2602, 0.2072], [1.1154, -0.1481, 1.0637], [1.8719, 0.7514, 0.6201], [2.9946, 0.9993, 1.0782], [-0.1568, -1.5474, -0.4857], [-1.1657, -2.2828, 0.0151], [-1.5273, -3.4120, -0.2871], [-1.8999, -1.3920, 0.9591], [-1.2380, -0.2752, 1.0816], [-2.8498, -1.7553, 1.6258], [5.1824, 3.3829, 4.3450], [4.1184, 3.3446, 3.2256], [4.6352, 2.6854, 2.0794], [6.3002, 4.2421, 4.0136], [5.5317, 2.3831, 4.6027], [4.6502, 3.6429, 5.2600], [3.8136, 4.3586, 2.9671], [3.2931, 2.8028, 3.6875], [3.8631, 2.3039, 1.6554], [6.6133, 3.9178, 3.1660], [-6.2266, 0.9155, 1.9438], [-4.9608, 1.2692, 1.1716], [-5.1264, 2.4648, 0.3962], [-6.7612, 1.8934, 2.7402], [-6.1426, 0.0707, 2.6274], [-6.8191, 0.5158, 1.1208], [-4.4199, 0.4921, 0.6317], [-4.2090, 1.5799, 1.8971], [-4.7151, 3.1714, 0.8994], [-6.4243, 1.8127, 3.6355], [-5.6318, -4.4401, -0.6834], [-4.9129, -3.2734, -1.4271], [-4.9823, -2.1064, -0.5340], [-5.0444, -4.9793, 0.4958], [-5.8402, -5.2491, -1.3835], [-6.6457, -4.1020, -0.4692], [-5.4215, -3.0492, -2.3647], [-3.8907, -3.5733, -1.6576], [-4.3120, -2.2746, 0.1323], [-5.0930, -4.3431, 1.2131], [2.2062, -3.0287, 1.8025], [3.4212, -2.9210, 0.8800], [3.2913, -3.7309, -0.2900], [2.2621, -4.2054, 2.4988], [1.2319, -3.0512, 1.3143], [2.0724, -2.2182, 2.5190], [4.3956, -3.0546, 1.3498], [3.3913, -1.8734, 0.5806], [3.6352, -3.3139, -1.0834], [1.9098, -3.9588, 3.3571], [-1.7672, -5.2041, 2.8419], [-1.0039, -5.7928, 1.6846], [-0.8896, -7.1913, 1.9973], [-0.9233, -5.1617, 3.9837], [-2.6563, -5.7455, 3.1652], [-2.0926, -4.2045, 2.5538], [-0.0284, -5.3720, 1.4406], [-1.6412, -5.7036, 0.8049], [-0.2934, -7.3276, 2.7373], [-0.5944, -6.0535, 4.1184], [-0.4596, 4.5510, 0.4960], [0.4742, 4.2784, 1.6335], [-0.2750, 4.1008, 2.8101], [-1.4050, 5.5747, 0.7703], [-0.9830, 3.6273, 0.2491], [0.0622, 5.0192, -0.3387], [1.3193, 4.9585, 1.7401], [1.0160, 3.3329, 1.6079], [-0.9238, 4.8083, 2.8230], [-0.9793, 6.1857, 1.3761], [2.6823, -1.1986, -2.9785], [3.2184, 0.2504, -3.3733], [4.1027, 0.3448, -4.4704], [3.7826, -1.9761, -2.4780], [2.3951, -1.6451, -3.9305], [1.8488, -1.1288, -2.2796], [3.8083, 0.6423, -2.5447], [2.4017, 0.9313, -3.6131], [4.7446, 0.9958, -4.1776], [4.2698, -2.3372, -3.2222], [4.9346, 3.3446, -2.9334], [4.0365, 3.9496, -4.0131], [4.7738, 4.9225, -4.7584], [5.8372, 2.2634, -3.4567], [4.3836, 2.9495, -2.0799], [5.5329, 4.1325, -2.4758], [3.2809, 4.5441, -3.4995], [3.5010, 3.3025, -4.7078], [5.4230, 4.4797, -5.3098], [6.7416, 2.3690, -3.1525], [-3.8854, 1.0770, -2.6522], [-2.6690, 0.3531, -3.2385], [-2.8025, 0.3689, -4.6840], [-5.0234, 0.2992, -2.5704], [-4.1451, 2.0121, -3.1485], [-3.6581, 1.4046, -1.6377], [-2.5975, -0.6671, -2.8615], [-1.8159, 0.9509, -2.9179], [-3.4954, -0.2372, -4.9560], [-5.7321, 0.7784, -2.1348]], "atomic_forces_ev_per_a": [[-1.57, -2.21, 1.20], [1.31, 3.12, -2.15], [0.85, 0.98, -0.17], [-1.92, -2.84, 0.42], [-0.39, -1.07, 0.61], [2.52, 0.45, 0.95], [-1.43, 0.09, -0.89], [2.17, 0.97, -1.31], [-2.71, 2.22, 2.64], [0.34, -1.57, -1.11], [1.90, -4.17, -2.90], [0.97, 3.96, 0.55], [-2.84, -0.02, 1.78], [-0.33, 0.04, -0.86], [1.34, -0.53, 0.67], [0.35, 1.04, 1.08], [-0.82, -0.32, 0.77], [0.18, -0.31, -0.55], [0.40, 1.05, 0.09], [-0.12, 0.23, 0.18], [-0.42, -0.12, -0.31], [-0.14, -0.77, -0.80], [-0.01, -0.08, -0.19], [1.15, -2.67, -1.23], [1.74, 1.43, 2.00], [-0.55, -0.20, -0.64], [-1.17, 2.21, 0.23], [0.93, -0.63, -0.57], [-1.39, 0.60, 0.32], [-0.85, -0.37, -0.31], [0.27, -0.39, 0.48], [-0.16, -0.03, -0.18], [0.13, -0.12, -0.21], [-0.62, 0.46, -0.72], [-0.31, -0.08, 2.21], [-0.16, -1.24, -1.56], [0.07, -0.07, -0.73], [0.62, -0.45, -0.01], [-0.18, 0.42, 0.31], [-0.24, 0.15, 0.15], [0.26, 0.27, 0.21], [0.80, 0.29, 0.64], [0.12, 0.35, -0.13], [-0.24, 0.55, -1.05], [-1.09, 1.54, -1.21], [-0.14, -0.95, 0.94], [0.37, -2.13, 2.19], [0.27, 0.48, -1.13], [0.79, 0.61, -0.25], [-0.15, -0.42, 0.49], [0.23, 0.31, -0.23], [-0.06, 0.69, 0.13], [-0.14, -0.77, 0.18], [0.43, 1.13, -0.29], [-1.39, -0.82, 0.09], [0.26, -0.98, -0.52], [0.42, 0.58, 0.81], [-0.16, -0.46, -0.77], [0.24, 0.34, 0.37], [-0.13, 0.37, 0.41], [0.19, -0.17, -0.11], [0.23, 0.17, -0.20], [-0.06, 0.02, 0.11], [0.74, 0.37, -1.27], [0.66, -1.21, 0.75], [-0.16, 0.54, 0.84], [-0.89, 0.11, 1.14], [-0.12, 0.24, -0.26], [0.56, -1.15, -0.43], [-0.25, 0.94, 0.10], [-0.17, -0.22, -0.99], [-0.33, -0.08, 0.23], [-0.01, 0.39, -0.10], [1.84, 1.64, -1.84], [-0.55, -0.34, 0.97], [0.08, -1.09, -0.75], [-0.30, -0.02, 0.49], [-0.64, -0.13, 0.10], [0.23, -0.27, 0.13], [-0.58, -0.05, 0.64], [-0.52, -0.16, 0.52], [0.53, -0.02, -0.24], [-0.07, 0.20, -0.10], [0.55, -1.10, 0.05], [0.64, 0.71, 0.40], [0.06, 0.24, -0.28], [-1.12, 1.27, 0.03], [-0.38, -0.40, -0.32], [0.18, 0.19, -0.44], [-0.08, -0.16, 0.16], [0.26, -0.60, 0.34], [-0.01, -0.21, 0.01], [-0.19, 0.18, 0.20], [0.76, 0.91, 1.45], [-1.88, 0.79, -0.52], [0.85, 0.05, 0.17], [-1.22, -1.53, -0.80], [0.55, 0.13, -0.73], [0.53, -0.04, 0.31], [0.08, 0.05, 0.15], [0.27, -0.28, -0.51], [-0.07, -0.09, 0.36], [0.20, 0.06, 0.14]], "total_charge": -2, "orbital_gap_ev": [2.3, 6.3], "s2": 0.753, "max_force_ev_per_a": 5.42, "multiplicity": 2, "e_tot_ha": -2851.78014, "homo_energy_ev": [1.20, -2.78]}